No. 1
Formula: HN3O3
Source: the OMol25 dataset
Level of theory: ωB97M-V/def2-TZVPD

Values from the calculation:
frontier orbital gap (spin up / spin down)	9.6 / 7.4	eV
HOMO level (spin up / spin down)	-10.17 / -8.98	eV
relative energy (zero: lowest compared OMol25 entry of this formula, charge and spin)	4.920	eV

Each line ends with the natural charge from an NBO analysis.
CARTESIAN COORDINATES (ANGSTROEM)
N: -0.761 0.455 0.116  0.43
N: -1.683 -0.243 0.465  -0.41
N: 1.650 -0.238 -0.120  0.50
O: 0.829 -0.666 0.641  -0.26
O: -0.331 1.273 -0.649  -0.32
O: 2.774 -0.480 -0.354  -0.27
H: -2.478 -0.101 -0.099  0.34

=====

No. 2
Formula: HN3O4
Source: the OMol25 dataset
Level of theory: ωB97M-V/def2-TZVPD

Values from the calculation:
frontier orbital gap	11.4	eV
HOMO level	-11.04	eV
SMILES string	O=[N+]([O-])O.N#[N+][O-]
relative energy (zero: lowest compared OMol25 entry of this formula, charge and spin)	1.303	eV

Each line ends with the natural charge from an NBO analysis.
CARTESIAN COORDINATES (ANGSTROEM)
O: -0.857 -0.598 2.191  -0.31
N: -0.033 -0.252 1.453  0.76
O: 0.733 0.626 1.621  -0.34
O: -0.130 -0.834 0.135  -0.61
H: 0.498 -0.699 -0.573  0.50
N: -0.247 2.202 0.704  -0.12
N: 0.378 3.152 0.638  0.44
O: 1.076 4.049 0.533  -0.32

=====

No. 3
Formula: HN5O4
Source: the OMol25 dataset
Level of theory: ωB97M-V/def2-TZVPD

Values from the calculation:
frontier orbital gap (spin up / spin down)	8.0 / 8.0	eV
HOMO level (spin up / spin down)	-9.40 / -9.40	eV
relative energy (zero: lowest compared OMol25 entry of this formula, charge and spin)	0.254	eV

Each line ends with the natural charge from an NBO analysis.
CARTESIAN COORDINATES (ANGSTROEM)
N: -2.080 -0.416 -0.340  0.47
N: 1.082 1.657 0.454  0.20
N: -1.182 -0.430 -0.993  -0.12
N: 0.473 0.554 -0.019  -0.30
N: 1.234 -0.501 0.299  0.60
O: 1.738 -0.556 1.368  -0.26
O: -2.994 -0.276 0.387  -0.32
O: 0.473 2.676 0.318  -0.31
O: 1.016 -1.511 -0.505  -0.45
H: 0.241 -1.198 -0.969  0.50

=====

No. 4
Formula: HNO2S
Source: the OMol25 dataset
Level of theory: ωB97M-V/def2-TZVPD

Values from the calculation:
frontier orbital gap (spin up / spin down)	8.9 / 8.4	eV
HOMO level (spin up / spin down)	-11.74 / -11.25	eV
SMILES string	N#S(=O)O
relative energy (zero: lowest compared OMol25 entry of this formula, charge and spin)	3.617	eV

Each line ends with the natural charge from an NBO analysis.
CARTESIAN COORDINATES (ANGSTROEM)
N: 2.046 -0.357 0.608  -0.50
S: 0.604 -0.104 0.188  1.57
O: -0.044 -1.261 -0.469  -0.84
O: -1.112 1.009 0.287  -0.71
H: -1.495 0.712 -0.614  0.48

=====

No. 5
Formula: HNO2S2
Source: the OMol25 dataset
Level of theory: ωB97M-V/def2-TZVPD

Values from the calculation:
frontier orbital gap (spin up / spin down)	6.7 / 7.7	eV
HOMO level (spin up / spin down)	-8.65 / -9.26	eV
relative energy (zero: lowest compared OMol25 entry of this formula, charge and spin)	2.399	eV

Each line ends with the natural charge from an NBO analysis.
CARTESIAN COORDINATES (ANGSTROEM)
N: 0.763 1.581 0.899  0.51
O: -0.039 2.446 0.956  -0.27
O: 0.731 0.428 0.544  -0.31
S: -0.801 -1.060 -0.343  0.15
S: -0.271 -2.926 -0.552  -0.19
H: -0.383 -0.468 -1.505  0.11

=====

No. 6
Formula: HNO3S
Source: the OMol25 dataset
Level of theory: ωB97M-V/def2-TZVPD

Values from the calculation:
frontier orbital gap (spin up / spin down)	7.6 / 8.2	eV
HOMO level (spin up / spin down)	-9.13 / -9.52	eV
relative energy (zero: lowest compared OMol25 entry of this formula, charge and spin)	2.065	eV

Each line ends with the natural charge from an NBO analysis.
CARTESIAN COORDINATES (ANGSTROEM)
N: -2.632 -0.178 -0.072  0.52
O: -3.549 0.341 0.469  -0.27
O: -2.285 -1.220 -0.468  -0.26
O: 0.264 0.547 -0.345  -0.81
S: -0.616 1.900 -0.156  0.32
H: 0.215 -0.065 0.431  0.49